Here is C7H8N as an isolated structure at a distorted geometry from the Open Molecules 2025 dataset. Energies are from wB97M-V/def2-TZVPD.

Summary:
Total charge: +1
HOMO (spin up / spin down), Eh: -0.53580 / -0.53581
Multiplicity: 1
ΔE to the lowest compared entry with this formula, charge and spin, eV: 2.099
HOMO-LUMO gap (spin up / spin down), Ha: 0.28699 / 0.28716

XYZ file:
```
16
Properties=species:S:1:pos:R:3:mulliken_charge:R:1
C -2.378 -0.082 0.304 0.175
C -0.384 -0.607 -0.123 0.517
C -0.635 0.762 -0.187 -0.137
C -1.692 -1.376 -0.050 -0.119
C 1.017 -0.922 0.045 -0.975
C 0.529 1.617 0.167 -0.417
C 1.613 0.550 -0.064 -0.751
N -2.003 1.001 -0.165 -0.181
H -1.793 -2.224 0.759 0.312
H -2.128 -1.684 -0.913 0.284
H 1.182 -1.365 0.926 0.415
H 1.258 -1.491 -0.736 0.402
H 0.523 2.548 -0.564 0.284
H 0.490 1.955 1.141 0.325
H 2.429 0.774 0.494 0.526
H 1.971 0.545 -1.032 0.340
```